(1)
DFT (wB97M-V/def2-TZVPD) results for a cluster of 9 separate species, C59H125BrN9O2 in total in a non-equilibrium geometry.

XYZ file:
```
196
Properties=species:S:1:pos:R:3:forces:R:3
C -11.0737 15.3893 -4.8030 -0.063 -0.564 0.117
C -11.5364 16.0317 -3.5011 -1.722 -1.272 -3.194
O -12.7629 16.0715 -3.3862 -3.096 0.016 0.652
O -10.7487 16.4898 -2.7393 4.108 1.876 3.397
H -10.7139 16.1582 -5.4866 0.224 -0.091 -0.056
H -11.9292 14.8744 -5.2404 0.154 0.008 -0.265
H -10.3070 14.6471 -4.5808 0.298 0.138 -0.297
C -16.9859 18.1273 -2.3485 0.746 0.589 -0.066
C -15.6890 18.4603 -1.5601 0.181 0.612 0.015
C -15.1998 17.2424 -0.7779 -0.738 0.632 -0.065
N -14.0893 17.4301 0.2561 -0.960 1.126 0.802
C -13.6431 15.9616 0.5712 1.276 2.127 0.887
C -12.4197 15.9322 1.4790 0.236 -0.502 -0.579
C -11.2385 16.7314 0.9152 0.309 0.409 0.217
C -11.6668 18.1664 0.6056 -0.844 0.418 -0.069
C -12.9490 18.2870 -0.2654 0.949 -1.385 -0.819
C -14.6526 18.1580 1.5396 -0.095 -1.280 -0.499
H -16.7763 17.4280 -3.1579 -0.091 -0.716 0.469
H -17.3644 18.9639 -2.9358 0.120 0.471 0.455
H -17.7851 17.8356 -1.6671 0.025 -0.326 -0.220
H -15.7787 19.3716 -0.9688 -0.501 -0.138 0.378
H -14.8683 18.7278 -2.2257 -0.069 -0.105 -0.472
H -14.9394 16.5713 -1.5964 0.837 -0.485 0.522
H -16.0068 16.7810 -0.2087 -0.123 0.055 -0.023
H -13.3004 15.5723 -0.3875 -0.720 -0.225 -0.156
H -14.4306 15.4652 1.1382 -0.392 0.008 -0.808
H -12.1990 14.8648 1.4814 0.380 -0.137 0.221
H -12.6545 16.1625 2.5182 0.041 0.334 -0.062
H -10.7374 16.2938 0.0518 -0.616 -0.298 -0.393
H -10.4315 16.7476 1.6478 -0.122 0.148 0.298
H -10.9087 18.7812 0.1206 0.166 -0.310 -0.253
H -11.8116 18.6930 1.5490 -0.271 0.035 0.147
H -12.8256 17.8769 -1.2677 0.770 -0.365 -0.133
H -13.2035 19.3213 -0.4968 -0.629 -0.005 0.855
H -14.8746 19.2225 1.4639 0.264 -0.098 -0.918
H -13.9384 18.0655 2.3578 -0.076 -0.324 -0.201
H -15.5948 17.6558 1.7593 0.164 -0.063 0.288
C -10.7631 21.1828 -2.1846 -0.051 -0.428 -1.603
C -9.8303 20.0278 -2.6556 1.371 1.062 1.025
C -8.3582 20.2977 -2.0869 -1.273 -1.621 0.984
N -7.4506 19.0658 -1.7545 -1.032 -0.394 -1.742
C -6.0644 19.7097 -1.5093 0.595 -2.416 0.822
C -5.1398 18.5265 -1.0572 -0.136 0.733 -0.156
C -5.6342 17.7602 0.2165 0.334 1.302 -1.519
C -6.9438 17.0858 -0.1825 0.532 0.600 0.020
C -7.9933 18.1978 -0.5989 1.676 -0.882 0.492
C -7.4128 18.1536 -3.0036 -0.616 0.628 0.010
H -10.8446 21.9414 -2.9630 0.569 0.521 0.379
H -10.4883 21.5927 -1.2127 -0.317 -0.007 -0.133
H -11.7734 20.7790 -2.2500 -0.182 -0.022 0.781
H -9.7024 20.0284 -3.7380 -0.473 -0.256 -0.033
H -10.3509 19.1384 -2.3006 0.865 -0.551 -0.149
H -8.4162 20.7250 -1.0859 -0.175 0.481 -0.204
H -7.7834 20.9497 -2.7447 -0.084 -0.131 0.044
H -6.1110 20.4645 -0.7242 -0.463 -0.094 0.025
H -5.7624 20.2002 -2.4347 -0.027 -0.254 -0.020
H -4.0962 18.8334 -0.9876 -0.156 0.498 0.426
H -5.0640 17.8019 -1.8679 -0.206 -0.097 -0.115
H -5.8465 18.4476 1.0354 0.453 0.015 0.178
H -4.7556 17.1437 0.4065 -0.628 -0.524 0.661
H -7.3214 16.4660 0.6308 -0.386 0.222 0.019
H -6.6643 16.3951 -0.9780 -0.595 -0.042 -0.286
H -8.1409 18.8452 0.2656 -0.036 0.160 -0.097
H -8.9145 17.6655 -0.8357 -0.129 0.619 -0.687
H -6.7738 17.2737 -2.9283 0.479 0.726 0.212
H -7.2267 18.8030 -3.8590 0.657 -0.117 0.132
H -8.3850 17.7133 -3.2250 -0.504 0.305 0.700
C -10.5038 17.8416 -9.1799 -1.003 -0.976 0.442
C -11.3201 17.8195 -7.8306 -0.515 1.752 -0.652
C -12.5338 18.8457 -7.8408 0.042 -0.908 0.329
N -13.6050 18.6633 -6.7048 -0.318 -0.108 -0.569
C -14.7640 19.6499 -7.0139 -0.428 -0.895 1.456
C -15.9605 19.3849 -6.0540 -0.507 -0.386 -0.704
C -16.4826 17.8954 -6.1555 0.126 1.818 1.577
C -15.3847 17.0361 -5.6866 3.222 -1.382 -1.703
C -14.1472 17.2074 -6.7089 -0.911 0.386 1.407
C -12.9510 18.9624 -5.3557 0.401 -0.487 -1.512
H -9.8229 17.0050 -9.0234 0.376 0.207 -0.493
H -9.9772 18.7576 -9.4476 0.076 0.097 0.690
H -11.0740 17.6167 -10.0812 -0.318 -0.237 0.224
H -10.5542 18.1062 -7.1100 -0.431 0.372 0.456
H -11.6600 16.8432 -7.4851 0.071 -0.171 -0.753
H -13.1530 18.8040 -8.7370 0.269 -0.553 -0.181
H -12.1644 19.8712 -7.8490 -0.076 0.074 0.562
H -15.2110 19.4897 -7.9950 0.836 -0.140 -0.323
H -14.2871 20.6264 -6.9294 -0.422 0.106 -0.057
H -16.7942 20.0233 -6.3462 0.207 0.273 -0.207
H -15.7631 19.6569 -5.0171 0.226 -0.189 0.061
H -16.8472 17.6311 -7.1481 0.013 0.065 0.049
H -17.2571 17.7668 -5.3995 -0.616 0.301 -0.454
H -15.6096 15.9698 -5.7081 -0.180 -0.178 -0.347
H -14.9775 17.1331 -4.6802 -0.301 0.691 0.190
H -14.5076 16.9578 -7.7069 0.274 0.377 -0.089
H -13.3395 16.5338 -6.4226 -0.014 0.201 -0.034
H -13.6230 18.9523 -4.4976 -0.014 -0.148 -0.411
H -12.4199 19.9082 -5.4637 -0.226 0.084 0.133
H -12.2151 18.1587 -5.3319 0.024 0.111 0.798
C -16.4797 10.2383 3.3591 0.699 0.180 -1.426
C -16.9445 11.6806 3.1378 -1.957 -0.033 1.008
C -17.9665 11.9251 2.0112 0.841 0.043 -1.153
N -18.3604 13.4040 1.7470 0.211 2.111 -0.454
C -17.1573 14.2515 1.1972 0.650 -0.707 -0.205
C -16.7603 13.9232 -0.2580 -1.516 -0.950 -0.123
C -17.9284 13.9096 -1.2714 0.072 1.033 0.748
C -19.0815 13.0848 -0.7041 -0.008 0.426 -0.169
C -19.5319 13.5513 0.6995 1.428 -1.566 -0.268
C -18.8504 14.1656 2.9741 0.240 -1.696 1.037
H -15.6100 10.1089 2.7149 0.126 -0.468 0.035
H -17.2122 9.4943 3.0459 -0.085 0.019 0.372
H -16.1447 10.1022 4.3874 -0.276 -0.080 -0.115
H -16.0757 12.3379 3.1034 -0.272 0.190 0.067
H -17.5655 11.8194 4.0228 0.452 0.894 0.420
H -18.8789 11.3334 2.0847 -0.155 0.311 0.607
H -17.5571 11.5777 1.0626 0.131 0.219 -0.150
H -16.2637 14.1262 1.8087 -0.211 -0.947 0.405
H -17.2926 15.3104 1.4174 -1.080 0.075 -0.551
H -16.5324 12.8634 -0.3719 0.965 -0.113 0.854
H -15.9080 14.5006 -0.6161 -0.103 0.068 0.230
H -17.4763 13.4494 -2.1500 -0.560 0.253 -0.367
H -18.2726 14.9284 -1.4497 0.006 0.080 -0.453
H -18.7845 12.0410 -0.8054 -0.105 -0.242 0.833
H -19.9872 13.1036 -1.3102 0.053 0.416 -0.240
H -20.3526 12.8880 0.9726 0.109 0.170 0.616
H -19.8553 14.5895 0.7736 0.125 -0.067 -0.289
H -19.7289 13.6276 3.3303 -0.335 0.373 -0.221
H -19.0141 15.2356 2.8454 -0.113 -0.326 -0.585
H -18.1543 14.0275 3.8015 0.370 0.109 -0.267
C -15.5338 14.3358 -8.6412 -1.093 -1.338 0.785
C -15.9920 13.1324 -7.7314 1.359 -0.252 -0.165
C -16.4120 11.9224 -8.5891 -2.347 0.377 0.083
N -17.0750 10.7256 -7.8464 0.920 0.739 1.712
C -17.8727 11.1846 -6.5535 -0.465 -1.451 -2.104
C -19.0546 12.0758 -6.9203 -0.528 -0.324 -0.522
C -20.1005 11.3933 -7.8737 -0.086 -0.917 0.715
C -19.4819 10.8011 -9.1459 2.829 0.340 -0.039
C -18.1198 9.9632 -8.8062 -0.258 1.735 1.158
C -15.9488 9.7784 -7.3232 -1.912 -1.116 -0.647
H -15.1663 15.1330 -7.9951 0.394 -0.263 -0.218
H -16.4338 14.7310 -9.1124 0.067 0.024 -0.336
H -14.8343 13.9665 -9.3910 0.192 0.416 0.159
H -16.7136 13.5040 -7.0039 -0.488 -0.257 -0.343
H -15.1582 12.7784 -7.1250 0.443 0.187 -0.038
H -15.6510 11.5523 -9.2762 0.261 -0.055 0.465
H -17.2540 12.2551 -9.1960 0.141 0.168 -0.348
H -17.2216 11.5000 -5.7382 0.210 0.302 -0.488
H -18.2792 10.2072 -6.2935 -0.095 0.057 0.561
H -18.7374 13.0190 -7.3650 0.075 0.019 0.042
H -19.5697 12.3118 -5.9891 -0.024 0.111 0.041
H -20.9532 12.0554 -8.0237 0.425 0.454 -0.657
H -20.6458 10.6036 -7.3567 0.452 -0.404 0.473
H -19.2458 11.6312 -9.8117 0.138 -0.062 -0.214
H -20.0134 10.0750 -9.7611 -0.611 0.146 0.452
H -17.4461 9.6694 -9.6112 -0.689 -0.104 -0.334
H -18.5280 9.1252 -8.2413 0.739 -0.275 0.086
H -15.4108 9.3348 -8.1610 0.280 0.623 0.015
H -16.4876 8.9350 -6.8913 -0.173 -0.082 0.063
H -15.3108 10.1269 -6.5110 -0.034 0.886 -0.625
C -8.7516 11.8628 -8.0064 -0.006 0.843 0.471
C -7.6120 12.8350 -8.3024 0.124 -0.990 -1.201
N -7.4916 13.9218 -7.3364 0.161 1.097 0.311
C -7.0129 13.8546 -6.0433 -0.665 2.322 0.587
C -7.1273 15.1532 -5.5315 0.498 -1.270 -0.443
N -7.5626 15.9930 -6.5337 -0.991 -1.177 -1.878
C -7.8138 15.1852 -7.6264 0.306 0.157 1.424
C -8.0168 17.4031 -6.4237 0.166 -0.116 1.212
H -8.9845 11.2248 -8.8589 0.410 -0.196 0.217
H -9.6617 12.4471 -7.8704 -0.173 -0.027 0.100
H -8.5640 11.3199 -7.0800 -0.057 -0.357 -0.222
H -7.7906 13.2490 -9.2948 -0.043 0.474 0.165
H -6.6231 12.3886 -8.4075 -0.053 -0.264 0.323
H -6.6427 12.9823 -5.5251 -0.101 -0.072 -0.415
H -6.9062 15.4974 -4.5320 0.078 0.046 -0.234
H -8.2817 15.4417 -8.5653 0.248 0.342 0.116
H -8.7442 17.4217 -5.6121 -0.435 -0.076 -0.243
H -8.4384 17.8394 -7.3293 0.220 -0.624 -0.087
H -7.2495 18.0823 -6.0523 0.545 -0.388 -0.443
C -14.7389 13.1389 -3.4940 0.471 -0.357 0.407
C -13.7323 12.2303 -4.2470 -1.064 0.017 0.184
N -12.3877 12.2123 -3.6323 1.524 0.299 2.154
C -11.1876 11.7857 -4.1536 0.825 0.706 0.148
C -10.1475 12.1436 -3.2677 -2.258 -0.927 -1.353
N -10.7672 12.6934 -2.1564 -1.289 -1.126 -2.026
C -12.0984 12.6578 -2.3880 -0.272 1.312 -0.653
C -10.1568 13.1283 -0.9378 -0.013 -0.372 1.306
H -15.6272 13.3909 -4.0732 0.369 0.039 -0.518
H -14.2455 14.0482 -3.1506 -0.139 0.306 -0.251
H -15.1681 12.6332 -2.6290 0.275 -0.189 0.258
H -13.6615 12.5360 -5.2908 0.490 -0.105 -0.020
H -14.1276 11.2149 -4.2178 0.247 -0.096 -0.200
H -11.2488 11.3238 -5.1280 0.586 -0.020 -0.241
H -9.0892 11.9647 -3.3878 -0.152 0.073 0.320
H -12.8416 13.1994 -1.8217 0.284 -0.283 0.354
H -10.3254 14.1955 -0.7937 0.416 -0.034 -0.077
H -9.1232 12.7893 -0.8683 0.072 0.530 -0.456
H -10.6129 12.5659 -0.1230 -0.241 0.204 0.117
Br -12.4520 11.4603 -8.1060 -0.250 0.337 0.638
```
Positions in Å, forces in eV/Å.

Results
- HOMO-LUMO gap (eV) = 6.516
- total energy (a.u.) = -5538.520949
- F_max (eV/A) = 5.65
- molecular weight (g/mol) = 1072.61
- HOMO energy (hartree) = -0.57367
- charge = +5

Here are the Löwdin charges for atoms 1 to 99, given in e:
1. C -0.01
2. C -0.87
3. O -0.07
4. O -0.01
5. H 0.04
6. H 0.07
7. H 0.06
8. C -0.06
9. C -0.21
10. C -0.15
11. N -0.19
12. C -0.08
13. C -0.16
14. C -0.17
15. C -0.13
16. C -0.10
17. C 0.07
18. H 0.05
19. H 0.08
20. H 0.08
21. H 0.12
22. H 0.09
23. H 0.12
24. H 0.11
25. H 0.13
26. H 0.12
27. H 0.12
28. H 0.12
29. H 0.08
30. H 0.12
31. H 0.10
32. H 0.12
33. H 0.11
34. H 0.13
35. H 0.12
36. H 0.10
37. H 0.10
38. C -0.08
39. C -0.19
40. C -0.08
41. N -0.22
42. C -0.06
43. C -0.14
44. C -0.16
45. C -0.16
46. C -0.07
47. C 0.00
48. H 0.08
49. H 0.09
50. H 0.05
51. H 0.10
52. H 0.07
53. H 0.12
54. H 0.14
55. H 0.14
56. H 0.13
57. H 0.13
58. H 0.10
59. H 0.12
60. H 0.13
61. H 0.12
62. H 0.10
63. H 0.14
64. H 0.10
65. H 0.08
66. H 0.10
67. H 0.08
68. C -0.06
69. C -0.19
70. C -0.07
71. N -0.23
72. C -0.07
73. C -0.13
74. C -0.17
75. C -0.18
76. C -0.06
77. C 0.04
78. H 0.04
79. H 0.09
80. H 0.09
81. H 0.06
82. H 0.09
83. H 0.13
84. H 0.13
85. H 0.14
86. H 0.14
87. H 0.13
88. H 0.10
89. H 0.13
90. H 0.10
91. H 0.11
92. H 0.09
93. H 0.12
94. H 0.10
95. H 0.09
96. H 0.11
97. H 0.08
98. C -0.07
99. C -0.23

***

(2)
DFT (wB97M-V/def2-TZVPD) results for an isolated molecule of C4H7NO2 in a non-equilibrium geometry.

XYZ file:
```
14
Properties=species:S:1:pos:R:3:forces:R:3
N -1.3915 -1.5018 0.6171 -0.118 -0.059 -0.017
C -1.5703 -0.1744 0.3601 -0.074 -0.009 -0.042
O -2.6493 0.2895 0.0468 0.282 -0.096 0.067
C -0.3198 0.6781 0.5175 -0.007 0.075 -0.170
C 0.9503 0.0717 -0.0444 -0.262 -0.006 -0.788
C 1.6695 0.6701 -1.1689 -0.019 0.388 -0.395
O 2.1169 0.8321 0.1691 0.215 0.028 0.178
H -2.1925 -2.1121 0.5804 0.064 0.101 0.018
H -0.5149 -1.8686 0.9416 -0.084 0.024 0.004
H -0.2056 0.9133 1.5870 0.124 -0.220 -0.224
H -0.5073 1.6312 0.0167 -0.052 -0.099 0.084
H 1.0712 -0.9890 -0.1829 -0.002 -0.623 1.218
H 1.1924 1.4980 -1.6735 0.288 0.441 0.072
H 2.3511 0.0620 -1.7666 -0.354 0.055 -0.004
```
Positions in Å, forces in eV/Å.

Results
- HOMO-LUMO gap (eV) = 10.750
- SMILES string = NC(=O)C[C@H]1CO1
- total energy (a.u.) = -361.818140
- energy relative to the best compared isomer or geometry (same formula, charge and spin) (kcal/mol) = 39.36
- F_max (eV/A) = 1.37
- molecular weight (g/mol) = 101.10
- HOMO energy (hartree) = -0.36522
- charge = 0

Quick look at the natural (NBO) charges, all values in e:
1. N -0.83
2. C 0.68
3. O -0.60
4. C -0.53
5. C 0.04
6. C -0.10
7. O -0.48
8. H 0.41
9. H 0.39
10. H 0.25
11. H 0.24
12. H 0.18
13. H 0.18
14. H 0.18

***

Question: total energy of number 2 (C4H7NO2)?
Answer: -361.818140 a.u.

***

Question: Which value of HOMO energy does entry 1 give?
Answer: -0.57367 hartree

***

Question: HOMO-LUMO gap of number 2 (C4H7NO2)?
Answer: 10.750 eV